No. 1
Below is a 7-piece molecular cluster, C22H63N5O7 overall, with properties calculated with wB97M-V/def2-TZVPD.

The energy relative to the best compared isomer or geometry (same formula, charge and spin) is 22.80 kcal per mole. As for the gap between HOMO and LUMO: 8.93 eV. Its molar mass is 509.77 g mol⁻¹. The multiplicity is 1. The SMILES is COC[C@H](C)N.COC[C@H](C)N.COC[C@H](C)N.COC[C@H](C)N.COC[C@H](C)N.CO.CO.

CARTESIAN COORDINATES (ANGSTROEM)
1 O 1.509 4.273 -1.712
2 O -3.889 -0.504 -1.379
3 O -1.468 -2.067 2.974
4 O 0.560 -4.026 2.168
5 O 1.311 0.951 5.295
6 O 0.909 0.773 0.210
7 O 1.129 -3.368 -5.481
8 N -7.152 -2.385 -1.596
9 N 2.484 1.407 2.443
10 N 1.900 3.703 4.326
11 N 0.193 -0.358 -3.561
12 N 2.677 1.832 -4.260
13 C 0.468 -4.225 -6.399
14 C -4.999 -1.169 -1.976
15 C 2.779 2.790 -3.157
16 C 0.219 -2.419 -4.938
17 C 1.402 3.253 -2.698
18 C 2.904 0.433 1.433
19 C 0.990 -1.532 -3.975
20 C -0.384 0.307 -0.167
21 C -4.217 0.800 -0.929
22 C 0.815 -0.368 5.397
23 C -0.078 4.357 5.553
24 C -2.442 -2.425 1.996
25 C -6.078 -1.603 -0.984
26 C 1.022 3.323 5.431
27 C 3.850 -0.635 2.024
28 C -5.455 -2.380 0.168
29 C 1.731 -0.271 0.801
30 C 0.330 1.965 5.235
31 C 1.970 3.802 -0.461
32 C 1.796 -3.403 2.407
33 C 3.672 3.944 -3.620
34 C 1.461 -2.315 -2.746
35 H 1.906 -1.029 0.032
36 H 1.231 -4.660 -7.040
37 H 0.646 -2.589 -2.078
38 H 1.322 4.100 3.591
39 H -4.582 -2.051 -2.467
40 H 3.216 4.404 -4.496
41 H -0.242 -0.428 -0.964
42 H 2.054 -3.196 -3.006
43 H -2.165 -3.389 1.566
44 H -7.261 -2.169 -2.585
45 H -6.559 -0.701 -0.597
46 H -0.849 1.242 -0.477
47 H 0.189 5.387 5.792
48 H -0.699 4.398 4.654
49 H 2.219 -1.699 -2.247
50 H -0.151 -3.417 2.396
51 H 3.244 -1.338 2.616
52 H 3.263 2.274 -2.312
53 H 1.969 1.146 -4.031
54 H -0.678 -0.719 -3.173
55 H 4.686 3.618 -3.839
56 H -0.189 -1.794 -5.735
57 H 3.561 0.878 0.677
58 H -1.017 -0.195 0.573
59 H -3.255 1.277 -0.742
60 H -3.390 -2.634 2.496
61 H -2.527 -1.702 1.185
62 H 3.693 4.663 -2.796
63 H 4.167 -1.266 1.192
64 H 0.101 -0.604 4.601
65 H -6.176 -2.817 0.859
66 H -5.421 -0.474 -2.710
67 H 2.223 -2.888 1.537
68 H 2.317 0.919 3.320
69 H 1.590 3.213 6.359
70 H 0.695 0.015 -2.758
71 H 1.710 -0.989 5.390
72 H -1.684 -1.220 3.370
73 H -0.025 -5.011 -5.821
74 H 1.078 -0.685 1.582
75 H -0.266 -3.726 -7.035
76 H -6.935 -3.378 -1.616
77 H 1.677 -2.669 3.209
78 H 2.578 -4.119 2.665
79 H 3.580 1.487 -4.538
80 H -4.598 1.379 -1.779
81 H -4.805 -3.188 -0.181
82 H -0.709 4.085 6.408
83 H 4.594 -0.249 2.713
84 H -4.802 -1.746 0.768
85 H 0.812 3.646 -3.526
86 H 0.810 2.447 -2.249
87 H 2.346 2.890 3.890
88 H -0.449 1.809 5.992
89 H 1.773 4.652 0.198
90 H -0.192 1.959 4.266
91 H -0.529 -2.980 -4.366
92 H -4.890 0.864 -0.076
93 H 1.204 3.141 -0.027
94 H 1.850 -1.134 -4.522
95 H 1.578 1.707 2.083
96 H 0.310 -0.518 6.360
97 H 2.935 3.311 -0.376

No. 2
Below is a 7-piece molecular cluster, C22H63N9O7 overall, with properties calculated with wB97M-V/def2-TZVPD.

The energy relative to the best compared isomer or geometry (same formula, charge and spin) is 119.84 kcal per mole. As for the gap between HOMO and LUMO: 9.42 eV. Its molar mass is 565.80 g mol⁻¹. The multiplicity is 1. The SMILES is COC[C@H](C)N.COC[C@H](C)N.COC[C@H](C)N.COC[C@H](C)N.COC[C@H](C)N.NC(N)=O.NC(N)=O.

CARTESIAN COORDINATES (ANGSTROEM)
1 O 3.285 -5.494 6.937
2 O -1.044 7.461 -4.528
3 O -8.741 0.221 -5.397
4 O -8.233 -7.348 -5.069
5 O -1.454 0.108 -0.052
6 O 4.626 2.286 -4.847
7 O 6.633 4.693 6.094
8 N 4.554 3.955 -2.435
9 N -5.734 -4.767 -3.974
10 N 0.796 0.765 0.087
11 N -0.568 1.128 -1.701
12 N 10.014 6.177 6.364
13 N -8.152 1.692 -1.983
14 N -2.752 8.699 -3.787
15 N 4.269 -8.343 8.967
16 N -3.171 6.992 -4.982
17 C 9.080 5.054 6.117
18 C 7.702 5.489 6.590
19 C -8.914 0.965 -2.925
20 C -0.440 0.644 -0.498
21 C 6.902 3.577 -2.138
22 C -8.352 1.273 -4.385
23 C 3.757 -4.155 6.829
24 C 5.600 2.219 -3.869
25 C -10.441 1.238 -2.787
26 C -6.680 -6.585 -2.562
27 C -2.235 7.666 -4.450
28 C 3.421 -7.599 8.084
29 C -8.457 0.643 -6.742
30 C 2.036 -7.537 8.747
31 C -7.384 -8.288 -5.771
32 C 5.794 3.502 -3.134
33 C -7.661 -5.991 -4.887
34 C -6.356 -6.018 -3.971
35 C 3.992 -6.196 7.962
36 C 4.770 1.136 -5.700
37 C 9.566 3.762 6.879
38 C 5.370 5.285 6.104
39 H 3.426 -3.706 5.893
40 H -7.189 1.390 -1.956
41 H 7.418 6.501 6.300
42 H 5.142 5.975 5.291
43 H 4.735 4.849 -2.001
44 H 4.145 -9.314 8.716
45 H -7.394 -5.944 -2.045
46 H 4.839 -4.027 6.808
47 H 6.046 4.292 -3.842
48 H 5.127 5.772 7.048
49 H -2.982 6.170 -5.537
50 H -10.601 2.316 -2.803
51 H -5.445 -4.467 -3.054
52 H -7.487 -5.608 -5.893
53 H 6.994 4.429 -1.465
54 H -3.690 8.793 -4.147
55 H 0.250 1.319 -2.262
56 H -5.645 -6.748 -4.360
57 H -8.420 -5.349 -4.440
58 H 9.082 4.895 5.039
59 H 9.695 6.939 5.782
60 H 5.727 1.020 -6.207
61 H 8.923 2.938 6.569
62 H -6.488 -8.565 -5.215
63 H 9.797 3.815 7.942
64 H -4.117 7.295 -4.797
65 H -7.162 -7.881 -6.757
66 H -6.350 -4.028 -4.282
67 H -7.591 1.305 -6.740
68 H -7.276 1.394 -4.260
69 H -8.193 -0.191 -7.391
70 H 3.978 1.012 -6.438
71 H 5.381 1.375 -3.214
72 H -1.511 1.316 -2.009
73 H -9.302 1.170 -7.186
74 H 1.926 -6.957 9.662
75 H 5.043 -6.236 7.679
76 H -2.169 9.387 -3.331
77 H 4.596 4.534 5.946
78 H -8.796 2.243 -4.609
79 H 1.709 -8.538 9.026
80 H -11.083 0.821 -3.562
81 H 6.555 1.973 -4.334
82 H 10.791 5.859 5.803
83 H 7.937 3.497 -2.471
84 H 6.690 2.894 -1.316
85 H 4.649 0.212 -5.134
86 H 3.414 -8.100 7.116
87 H -8.622 -0.043 -2.630
88 H 3.354 -3.598 7.675
89 H -7.203 -7.541 -2.517
90 H 0.725 0.564 1.074
91 H -10.695 0.820 -1.813
92 H 3.869 4.308 -3.087
93 H 5.180 -8.158 8.574
94 H 7.688 5.401 7.676
95 H -8.425 1.542 -1.022
96 H 10.583 3.603 6.522
97 H -7.969 -9.193 -5.931
98 H 4.104 -5.672 8.911
99 H 1.387 1.504 -0.266
100 H 1.268 -7.176 8.063
101 H -5.768 -6.708 -1.978

No. 3
Below is C22H64AsF6O10 as an isolated structure, with properties calculated with wB97M-V/def2-TZVPD.

The energy relative to the best compared isomer or geometry (same formula, charge and spin) is 515.79 kcal per mole. As for the gap between HOMO and LUMO: 6.72 eV. The total charge is -1. Its molar mass is 677.65 g mol⁻¹. The multiplicity is 1.

CARTESIAN COORDINATES (ANGSTROEM)
1 As 1.709 -4.829 19.222
2 F 2.787 -6.066 20.073
3 F 0.640 -6.167 18.712
4 F 2.514 -5.025 17.600
5 F 0.847 -4.583 20.830
6 F 2.758 -3.394 19.592
7 F 0.563 -3.577 18.507
8 O -1.683 -1.610 19.736
9 O 0.738 -3.089 21.846
10 O 1.203 -7.369 17.027
11 O -2.783 -2.290 17.954
12 O 5.716 -7.973 17.817
13 O -1.458 -7.420 18.407
14 O 4.178 -2.835 20.583
15 O 1.776 -7.659 24.116
16 O 2.957 -2.862 17.245
17 O 0.390 -0.901 21.912
18 C 4.280 -3.747 21.670
19 C 2.457 -5.321 24.247
20 C -2.423 -4.206 19.202
21 C 5.253 -7.096 18.822
22 C 2.553 -0.398 22.762
23 C 2.163 -1.746 17.802
24 C 1.219 -6.643 15.821
25 C 2.275 -1.585 20.528
26 C -0.645 -8.566 18.211
27 C -0.268 -3.718 22.614
28 C 1.748 -0.540 21.502
29 C -2.119 -3.578 17.845
30 C 1.699 -6.207 22.190
31 C 4.967 -5.040 21.298
32 C 2.579 -6.522 15.125
33 C 0.230 -7.378 14.941
34 C -2.765 -4.337 16.725
35 C 6.370 -6.665 19.741
36 C 4.853 -2.952 22.828
37 C 4.840 -5.872 18.018
38 C -0.425 -1.309 19.133
39 C 2.479 -6.604 23.400
40 H -2.518 -5.344 17.061
41 H 0.689 -5.833 22.357
42 H 0.406 -1.832 22.145
43 H 5.529 -5.605 17.217
44 H 1.431 -5.008 24.442
45 H 2.028 -0.961 17.058
46 H 4.530 -1.911 22.837
47 H 0.360 -8.389 18.595
48 H 0.045 -0.540 19.745
49 H 2.144 -2.604 20.895
50 H 6.966 -7.548 19.971
51 H -3.469 -4.177 19.507
52 H 2.345 -7.777 24.881
53 H -3.823 -4.098 16.838
54 H 5.644 -7.496 16.987
55 H -0.618 -3.134 23.465
56 H 2.780 -3.698 17.683
57 H 1.255 -6.740 17.750
58 H -2.126 -5.254 19.171
59 H 7.065 -5.906 19.380
60 H 2.550 -6.308 14.056
61 H 0.773 -5.688 16.098
62 H 4.556 -5.506 20.402
63 H 5.931 -2.986 22.672
64 H 3.608 -0.471 22.500
65 H 5.763 -6.340 20.585
66 H 1.743 -1.361 19.603
67 H 3.478 -6.910 23.092
68 H 3.305 -1.278 20.349
69 H -1.139 -9.275 18.875
70 H 3.076 -7.490 15.052
71 H 6.018 -4.808 21.122
72 H 0.134 -4.593 23.124
73 H -1.727 -0.961 20.441
74 H 2.386 -1.206 23.475
75 H -0.409 -1.112 18.061
76 H -1.017 -6.643 18.054
77 H 3.279 -5.892 15.673
78 H -1.031 -3.527 17.875
79 H -2.221 -4.214 15.789
80 H 3.310 -4.087 22.032
81 H 4.895 -5.794 22.082
82 H -0.585 -8.978 17.204
83 H 3.843 -3.321 19.826
84 H 2.931 -5.587 25.191
85 H 0.237 -2.156 19.313
86 H 4.568 -3.360 23.798
87 H 1.620 0.450 21.064
88 H 0.183 -6.844 13.992
89 H -0.819 -7.348 15.239
90 H 4.690 -4.972 18.615
91 H 4.363 -7.521 19.286
92 H 2.608 -1.227 18.651
93 H 3.892 -6.017 17.499
94 H 3.116 -4.657 23.687
95 H 1.127 -1.969 18.055
96 H 1.526 -7.107 21.599
97 H 1.091 -3.690 21.186
98 H 2.312 -5.577 21.546
99 H 2.432 0.578 23.230
100 H -1.887 -3.673 19.987
101 H -1.072 -4.009 21.938
102 H -2.488 -1.926 18.792
103 H 0.454 -8.408 14.666

No. 4
Below is a 21-piece molecular cluster, C22H64Br3NO23 overall, with properties calculated with wB97M-V/def2-TZVPD.

As for the gap between HOMO and LUMO: 8.25 eV. Its molar mass is 950.45 g mol⁻¹. The multiplicity is 1.

CARTESIAN COORDINATES (ANGSTROEM)
1 Br -3.774 3.454 -5.014
2 Br 1.634 2.694 3.560
3 Br 4.360 1.177 2.353
4 O 0.088 -3.013 7.944
5 O 2.328 -1.702 4.646
6 O -1.028 -2.408 10.577
7 O -2.924 0.461 1.028
8 O -3.717 -6.542 -0.757
9 O -3.420 -2.718 -4.785
10 O 1.695 4.899 -8.049
11 O 2.937 -4.405 8.139
12 O 4.094 4.942 -9.653
13 O -1.561 5.771 -0.819
14 O 3.966 1.872 -5.363
15 O 3.904 0.208 -2.637
16 O 9.850 1.771 4.611
17 O -1.005 5.166 4.412
18 O -1.795 -5.011 7.149
19 O 7.230 0.852 3.469
20 O 0.440 3.874 0.372
21 O -2.935 -3.287 -1.810
22 O 7.244 -0.198 0.702
23 O -0.347 -0.777 5.997
24 O -5.173 -6.183 -3.599
25 O -4.590 -7.640 2.004
26 O -0.857 4.809 -9.657
27 N -2.554 -3.667 0.416
28 C -2.090 1.238 -3.124
29 C -0.280 -0.453 2.385
30 C 0.321 1.654 1.215
31 C -0.692 2.271 -0.987
32 C -1.476 -1.064 3.122
33 C -1.750 -2.531 0.980
34 C -1.173 2.268 -3.329
35 C -4.722 -2.652 -0.423
36 C 2.704 0.372 0.131
37 C -0.947 2.798 -4.723
38 C -1.830 0.758 0.608
39 C 1.616 1.718 1.913
40 C -3.348 -3.230 -0.676
41 C -2.285 -2.136 2.349
42 C 0.061 2.736 0.209
43 C -1.626 1.263 -0.781
44 C -1.603 4.248 -6.632
45 C -2.342 0.743 -1.852
46 C -0.470 2.792 -2.249
47 C 2.702 1.127 1.433
48 C -1.876 3.927 -5.163
49 C -0.567 0.677 1.428
50 H -3.986 -6.410 -1.675
51 H 3.732 2.779 -5.586
52 H 1.892 4.578 -8.936
53 H -3.532 -3.005 -3.869
54 H -5.386 -6.766 -4.334
55 H -1.037 3.901 -9.922
56 H -1.100 -1.470 4.056
57 H -5.562 -5.336 -3.839
58 H -0.519 4.343 4.298
59 H -0.027 -3.965 7.824
60 H 2.156 -3.867 7.976
61 H -4.288 -7.532 1.092
62 H -3.046 -0.056 -1.666
63 H 4.347 5.051 -8.731
64 H -1.956 3.399 -7.220
65 H -0.807 -2.706 8.129
66 H 0.064 3.200 -4.811
67 H 7.718 1.291 4.176
68 H 7.859 0.217 3.109
69 H -3.221 -3.954 1.129
70 H 3.672 0.480 -0.342
71 H 2.541 -0.687 0.342
72 H -0.655 5.743 3.726
73 H 7.535 0.563 0.192
74 H 10.612 2.282 4.323
75 H 1.480 5.826 -8.186
76 H 1.574 -1.399 5.165
77 H -1.422 -1.947 11.324
78 H 2.597 -0.924 4.146
79 H -0.535 4.352 -6.814
80 H 4.301 -0.648 -2.828
81 H -2.614 0.807 -3.966
82 H 6.580 0.165 1.304
83 H -2.747 -4.886 7.213
84 H -5.534 -7.466 1.961
85 H -4.767 -2.051 0.485
86 H -5.461 -3.453 -0.337
87 H 0.077 -1.188 6.763
88 H -0.803 6.263 -1.146
89 H -0.399 0.159 6.218
90 H 0.259 3.578 -2.393
91 H 1.945 0.748 -0.549
92 H -1.054 1.968 -5.424
93 H 4.803 4.425 -10.049
94 H -2.178 5.111 -6.959
95 H 0.365 -0.025 3.157
96 H -0.710 -2.848 1.016
97 H -5.021 -2.031 -1.263
98 H -1.820 -1.725 0.248
99 H -0.164 -2.000 10.460
100 H -1.750 4.814 -4.549
101 H -2.995 -3.467 -5.214
102 H 4.205 0.777 -3.358
103 H -3.311 -1.792 2.218
104 H -2.165 -0.255 3.358
105 H 3.572 -4.106 7.481
106 H 0.341 -1.203 1.892
107 H -1.201 5.262 -0.083
108 H -1.615 -4.970 6.203
109 H 4.014 1.419 -6.211
110 H -2.337 -3.052 2.945
111 H -3.387 -5.681 -0.480
112 H 10.182 1.233 5.338
113 H -1.728 5.214 -9.596